[1]
DFT (ωB97M-V/def2-TZVPD) results for C26H36N4O7P2SSeV as an isolated structure in a non-equilibrium geometry.

XYZ file:
```
78
Properties=species:S:1:pos:R:3:forces:R:3
V 0.544792 -0.562057 1.647078 -0.76 -0.37 0.90
O 3.796650 1.000223 3.280363 -0.07 -0.03 -0.06
P 2.222385 0.970551 3.333909 0.26 -0.08 0.01
O 1.642467 1.731326 4.456604 -0.13 -0.06 -0.02
O 1.831171 -0.490123 3.074758 0.37 -0.05 -0.03
O 1.749605 1.627588 1.920499 0.17 0.24 -0.21
P 0.288015 2.308734 1.598899 0.21 0.34 -0.23
O -0.010946 3.218427 2.846720 -0.05 -0.18 0.08
O 0.310912 3.032995 0.333005 -0.04 0.01 0.07
O -0.576999 1.021434 1.676159 -0.09 0.05 -0.67
H 4.173121 1.732351 3.782306 0.03 0.06 0.05
H 0.396746 2.838217 3.660530 0.08 0.04 0.05
C -0.238131 -6.929040 1.885170 0.02 0.04 0.00
C -0.120680 -5.439421 1.769804 -0.09 -0.05 -0.01
C 1.110140 -4.797468 1.863012 0.01 -0.01 -0.10
C 1.172103 -3.429822 1.725086 0.12 0.10 0.08
N 0.086642 -2.663480 1.542927 0.18 0.14 -0.07
C -1.103130 -3.272192 1.454328 0.06 0.11 0.00
C -1.237997 -4.639412 1.547932 -0.02 -0.07 0.00
H 0.452642 -7.321171 2.630125 0.00 0.01 0.00
H 0.009817 -7.394953 0.929336 0.00 0.00 0.00
H -1.250383 -7.226139 2.151362 0.00 -0.01 0.00
H 2.018472 -5.357556 2.038899 0.00 0.01 -0.01
H 2.122861 -2.910560 1.789526 0.01 -0.02 0.04
H -1.963013 -2.628465 1.335772 -0.03 0.01 -0.02
H -2.222161 -5.081667 1.470396 0.00 0.02 0.00
C -1.036506 -3.111054 -2.211138 -0.01 0.04 -0.04
C -1.349991 -1.859441 -3.026254 0.00 -0.02 0.00
C -2.293294 -0.896720 -2.308601 0.01 -0.01 0.00
C -1.646898 -0.141253 -1.150775 -0.04 0.02 -0.03
N -0.629181 0.798926 -1.602549 -0.03 0.01 -0.07
C 0.707183 0.694495 -1.485871 -0.08 -0.07 -0.01
Se 1.652147 -0.713262 -0.673113 -0.09 0.09 0.08
N 1.279390 1.733621 -2.096589 0.15 0.10 0.03
C 2.716025 2.018862 -2.123840 -0.01 0.00 -0.04
C 3.492650 1.188221 -3.136878 -0.02 0.00 -0.02
C 3.056462 1.344810 -4.595582 -0.03 -0.03 -0.01
C 1.821297 0.529447 -4.984300 0.05 0.03 0.02
C 0.289299 2.567301 -2.598797 0.05 -0.01 -0.02
C 0.354076 3.771258 -3.285889 0.04 0.04 -0.01
C -0.846741 4.357019 -3.633895 -0.05 -0.03 0.02
C -2.074716 3.762739 -3.307527 0.06 0.00 0.00
C -2.135130 2.561640 -2.627965 -0.04 0.02 -0.01
C -0.923867 1.975976 -2.285250 -0.03 -0.12 0.05
H -0.423335 -3.804863 -2.786324 0.01 0.00 0.01
H -1.957416 -3.630188 -1.933045 0.01 -0.01 -0.01
H -0.486055 -2.872870 -1.299221 0.01 0.01 -0.01
H -1.810221 -2.151864 -3.971587 -0.01 0.00 0.00
H -0.422770 -1.341213 -3.291974 0.00 -0.01 0.01
H -3.142343 -1.456668 -1.904945 -0.01 0.03 0.01
H -2.706929 -0.173391 -3.014431 0.02 -0.01 -0.01
H -1.174781 -0.840887 -0.459685 0.02 0.01 -0.02
H -2.385606 0.433840 -0.590678 0.01 -0.02 0.03
H 3.099114 1.865631 -1.115344 -0.03 -0.03 0.02
H 2.808865 3.079931 -2.349841 -0.01 0.01 0.02
H 3.447151 0.133931 -2.852814 0.01 0.00 0.01
H 4.538434 1.486245 -3.031408 0.00 0.02 -0.01
H 3.886826 1.025989 -5.228069 0.01 0.00 0.00
H 2.898318 2.403798 -4.824779 -0.01 0.00 0.00
H 1.938921 -0.511568 -4.672250 -0.01 0.00 -0.01
H 1.681512 0.536123 -6.065226 -0.01 0.00 0.00
H 0.903611 0.915695 -4.539301 0.00 -0.01 0.00
H 1.296489 4.239042 -3.533546 -0.01 0.00 0.00
H -0.840915 5.297922 -4.166342 0.00 0.00 0.00
H -2.992684 4.256698 -3.594563 0.00 0.00 0.00
H -3.083613 2.107334 -2.376121 0.01 0.00 0.00
S -1.069115 -1.056665 3.607371 -0.30 -0.18 0.22
C -1.508182 0.421413 4.380651 0.24 -0.07 -0.05
N -2.367677 1.260489 3.765619 -0.17 0.04 0.05
C -2.779548 2.443410 4.266526 -0.03 -0.04 -0.07
C -2.333041 2.853390 5.486531 0.02 0.03 0.07
C -1.442479 2.023527 6.177865 0.01 -0.06 -0.01
C -1.031814 0.829518 5.632791 -0.03 -0.03 0.04
H -2.678063 0.967988 2.848359 0.06 0.04 -0.05
H -3.455865 3.018218 3.652042 0.01 -0.02 -0.02
H -2.656435 3.799815 5.891709 -0.01 0.00 -0.01
H -1.062251 2.328808 7.143793 0.01 0.00 -0.01
H -0.325405 0.190518 6.138541 0.01 -0.01 0.00
```
Forces are in eV/Å.

- 2S+1 = 3
- calculated total energy (hartree) = -6184.64552
- HOMO-LUMO gap (alpha / beta) (Ha) = 0.2865 / 0.2953
- E_LUMO (alpha / beta) (eV) = -3.00 / -2.79
- net charge = +1
- HOMO level (alpha / beta) (eV) = -10.80 / -10.83
- <S²> = 2.02

These are the Löwdin partial charges, in e, on atoms 1 to 4: number 1, V, carries 0.63; number 2, O, carries -0.06; number 3, P, carries 0.25; number 4, O, carries -0.24


[2]
DFT (ωB97M-V/def2-TZVPD) results for C26H37CrN2O4P2 as an isolated structure in a non-equilibrium geometry.

XYZ file:
```
72
Properties=species:S:1:pos:R:3:forces:R:3
Cr -0.201449 -0.029185 -0.964864 -0.22 2.74 1.08
P -2.457149 0.398115 -1.356464 -0.62 -0.82 0.09
C -2.321449 0.788015 -3.116964 0.76 1.20 0.19
C -1.042549 1.317515 -3.607564 -1.48 -0.74 0.38
N 0.047851 1.037815 -2.854564 1.10 0.16 -0.13
C 1.273051 1.431415 -3.283164 -0.24 -0.43 0.76
C 1.444351 2.155815 -4.465164 -0.79 -0.09 -0.13
C 0.313651 2.463115 -5.229364 -0.15 -0.32 0.57
C -0.948249 2.036415 -4.800664 0.87 0.18 -0.27
C 2.448651 1.058815 -2.384164 -0.65 -0.39 0.00
P 2.049951 -0.446285 -1.299264 2.88 -0.27 -0.61
H -1.828149 2.253115 -5.387464 -0.07 -0.04 0.04
H 2.427151 2.471115 -4.783964 0.03 -0.05 0.06
H 0.415251 3.019715 -6.149664 0.00 0.03 -0.03
H 3.344151 0.861715 -2.973664 0.00 0.03 -0.03
H 2.661451 1.906815 -1.732864 -0.02 0.01 0.18
H -2.469749 -1.244585 -4.981664 0.26 -2.43 -1.06
H -3.229849 1.053415 -3.637264 -0.06 -0.10 -0.43
H -0.908849 -3.687485 -3.559964 1.62 -1.05 2.12
O -2.248549 -2.191685 -5.297864 -1.26 1.63 -0.12
H -2.920049 -2.461485 -5.991464 1.09 0.78 1.31
H -0.478349 -1.445685 -0.498364 -0.30 -1.80 -0.10
O -0.387349 -4.132785 -2.782664 -0.26 2.10 -1.55
H 0.361951 -3.514685 -2.541764 -1.48 -0.95 -0.64
C 2.590251 -1.848285 -2.435864 -0.33 0.60 0.56
H 3.625851 -1.710685 -2.746864 0.00 0.08 0.08
H 2.508351 -2.805885 -1.920464 -0.03 0.06 0.08
H 1.963151 -1.875185 -3.327664 -0.06 0.06 0.02
C 3.421351 -0.378585 -0.013364 -0.72 0.00 -0.55
H 3.406351 -1.281185 0.597636 -0.16 0.03 -0.03
H 4.395651 -0.298585 -0.495364 -0.08 0.01 -0.19
H 3.279251 0.484815 0.637436 -0.14 -0.03 -0.04
C -3.230049 1.863215 -0.579064 -0.23 -0.03 -0.34
H -4.200149 2.075515 -1.026664 -0.07 -0.08 -0.09
H -3.372049 1.695215 0.488136 0.05 -0.17 -0.06
H -2.594349 2.739815 -0.700664 0.14 -0.09 -0.03
C -3.616949 -1.008885 -1.200064 -0.29 0.34 -0.30
H -3.826049 -1.208685 -0.149464 0.09 0.14 0.08
H -4.560749 -0.794085 -1.699964 -0.11 0.00 0.02
H -3.193649 -1.915385 -1.631764 0.18 0.12 -0.04
C 3.651051 -0.132085 4.674436 0.08 0.37 0.18
C 2.739951 -0.888785 3.735436 -0.44 -0.46 -0.58
C 3.184851 -2.132485 3.268836 -0.22 0.21 -0.07
C 2.410351 -2.881185 2.399436 -0.16 0.30 -0.01
C 1.182251 -2.400785 1.968636 -0.05 0.27 0.04
C 0.673051 -1.160385 2.401136 0.44 0.02 0.73
N -0.636249 -0.810485 1.899336 0.99 -0.38 -0.91
C -1.508249 0.127315 2.494136 -0.62 0.61 0.61
C -2.406649 -0.368585 3.456136 -0.06 0.57 -0.12
C -3.269249 0.480915 4.139836 0.14 -0.08 -0.21
C -3.244249 1.844015 3.878136 0.36 -0.06 -0.34
C -2.372549 2.353815 2.916636 -0.09 -0.43 0.02
C -1.501749 1.512615 2.180536 -0.44 -0.63 0.38
C -0.670049 2.185315 1.125836 1.21 5.85 -0.92
O -0.486749 3.481515 1.250536 -0.79 -5.37 -0.07
O -0.205549 1.657415 -0.000864 -0.17 -0.88 0.86
C 1.469751 -0.379985 3.319836 0.22 -0.65 -0.27
C 1.009451 0.955015 3.862836 -0.04 0.25 0.29
H 3.921551 0.847815 4.224436 -0.17 -0.46 0.49
H 3.147251 0.026715 5.650136 0.37 0.12 -0.52
H 4.597351 -0.677885 4.871736 -0.68 0.22 -0.22
H 4.144351 -2.528485 3.578836 -0.01 0.13 0.11
H 2.768851 -3.840085 2.047536 -0.07 -0.03 0.00
H 0.611351 -3.018185 1.286236 -0.22 0.07 -0.02
H -1.144749 -1.618485 1.508936 0.67 0.57 0.56
H -2.422849 -1.426685 3.688436 0.19 -0.01 -0.08
H -3.950749 0.083615 4.881036 0.02 -0.04 -0.02
H -3.911049 2.509015 4.412136 0.07 0.03 -0.04
H -2.408949 3.420115 2.731236 0.33 -0.13 -0.23
H 0.925751 1.678115 3.038036 -0.32 -0.11 0.38
H 0.057251 0.839615 4.416936 0.35 0.30 -0.52
H 1.703251 1.429415 4.578336 -0.10 -0.57 -0.38
```
Forces are in eV/Å.

- 2S+1 = 5
- calculated total energy (hartree) = -3150.33341
- HOMO-LUMO gap (alpha / beta) (Ha) = 0.2499 / 0.1903
- E_LUMO (alpha / beta) (eV) = -3.51 / -5.19
- net charge = +1
- HOMO level (alpha / beta) (eV) = -10.31 / -10.37
- <S²> = 6.06

These are the Löwdin partial charges, in e, on atoms 1 to 4: number 1, Cr, carries 0.42; number 2, P, carries 0.84; number 3, C, carries -0.12; number 4, C, carries -0.32


[3]
DFT (ωB97M-V/def2-TZVPD) results for C26H37GdO8P2 as an isolated structure in a non-equilibrium geometry.

XYZ file:
```
74
Properties=species:S:1:pos:R:3:forces:R:3
Gd -0.261508 -0.382199 -0.088570 3.25 2.37 -0.76
C 1.652301 1.599465 -2.161908 -0.23 0.05 -0.07
C 0.221041 2.040864 -2.401722 0.26 0.06 0.18
O -0.703424 0.973626 -2.166397 0.13 -0.06 -0.11
C -1.047791 0.160466 -3.297035 -0.06 -0.31 0.04
C -0.038970 -0.963596 -3.546250 -0.06 0.22 0.01
O 0.437010 -1.432281 -2.285282 -0.05 -0.12 -0.20
C 1.308605 -2.559273 -2.384283 0.29 0.07 0.18
C 1.892698 -2.791170 -0.986557 -0.20 -0.04 -0.13
O 2.079073 -1.539227 -0.319488 0.03 -0.01 0.13
C 3.209679 -0.803996 -0.795118 -0.08 0.28 -0.01
C 2.994366 0.646846 -0.404988 0.02 -0.28 0.10
O 1.704314 1.108101 -0.817848 0.01 0.05 -0.12
H 2.327703 2.450715 -2.274779 0.00 0.02 0.02
H 1.948767 0.818488 -2.866236 0.05 -0.02 0.03
H 0.104860 2.446971 -3.407270 -0.05 -0.04 -0.01
H -0.037181 2.814498 -1.677305 0.00 0.06 -0.07
H -1.146152 0.773275 -4.193499 -0.02 0.05 0.02
H -2.015978 -0.261014 -3.043333 -0.02 0.01 -0.06
H 0.809961 -0.618281 -4.144892 0.04 -0.05 0.03
H -0.529329 -1.772855 -4.093569 -0.02 0.01 -0.01
H 2.091028 -2.344404 -3.118191 -0.04 0.02 -0.03
H 0.760118 -3.445181 -2.712819 -0.01 0.00 -0.02
H 2.832643 -3.341127 -1.049911 0.00 -0.01 0.01
H 1.197046 -3.352654 -0.367094 0.03 -0.01 0.01
H 3.310948 -0.910132 -1.877954 -0.06 -0.02 -0.01
H 4.121097 -1.181034 -0.326018 0.03 -0.02 -0.02
H 3.780004 1.283732 -0.813757 0.01 0.01 0.01
H 3.006255 0.722354 0.680797 0.02 0.08 0.00
C 2.097738 0.490277 3.306759 -0.05 -0.13 -0.21
P 0.542622 0.663748 2.358053 -0.05 0.66 1.53
C 0.196887 2.437395 2.709752 0.08 -0.11 -0.17
C -0.699506 -0.286834 3.321216 0.08 -0.05 -0.10
C -0.316887 -0.998772 4.456324 0.00 0.03 -0.01
C -1.220347 -1.810806 5.125212 0.05 -0.01 0.00
C -2.515879 -1.940054 4.653738 0.02 -0.01 0.01
C -2.911368 -1.238564 3.524527 -0.06 -0.04 -0.02
C -2.023270 -0.406889 2.851561 0.06 0.05 -0.12
P -2.552500 0.597455 1.405568 -0.72 0.15 1.01
C -3.240350 2.055366 2.297938 0.10 0.10 -0.36
C -4.130057 -0.147078 0.844111 0.22 0.03 -0.12
H 2.483583 -0.527751 3.275994 -0.01 0.00 0.03
H 1.943072 0.802007 4.339158 0.00 -0.02 0.02
H 2.837321 1.159399 2.866521 0.01 -0.01 0.00
H -0.122609 2.556025 3.744567 -0.02 0.02 0.00
H -0.555174 2.843617 2.036740 0.01 0.01 0.03
H 1.121364 2.997685 2.564686 -0.01 0.01 -0.03
H 0.695238 -0.931516 4.829078 -0.01 -0.01 0.03
H -0.901518 -2.345331 6.009990 -0.02 -0.02 -0.01
H -3.217162 -2.585959 5.164750 -0.02 0.02 0.00
H -3.927614 -1.351477 3.168934 0.01 0.02 0.01
H -4.065348 1.711211 2.920002 0.01 -0.03 0.02
H -3.621567 2.775233 1.571963 0.00 0.04 0.05
H -2.504184 2.540755 2.932178 0.01 -0.03 -0.03
H -4.887632 -0.089680 1.623095 0.01 0.02 0.03
H -4.000775 -1.177774 0.523250 -0.03 0.00 0.02
H -4.473659 0.432399 -0.014105 -0.02 -0.02 0.00
O -0.770413 -2.339312 0.646109 -0.03 -0.85 0.31
C -1.667352 -2.382698 -0.260448 -1.07 -1.38 -0.21
O -1.941616 -1.302419 -0.891663 -1.89 -1.05 -0.81
C -2.362965 -3.621472 -0.610595 0.05 0.24 -0.08
C -2.492682 -4.652275 0.312273 0.15 0.01 0.06
C -3.207258 -5.804266 -0.003009 -0.08 -0.23 0.02
C -3.755316 -5.878903 -1.262515 0.01 0.17 -0.18
O -4.479829 -6.877196 -1.798264 0.12 -0.03 0.19
C -4.842689 -6.471810 -3.119895 -0.21 -0.11 -0.27
O -4.216881 -5.208267 -3.360816 0.07 0.12 0.01
C -3.604944 -4.854286 -2.204418 0.00 -0.10 0.17
C -2.929549 -3.708334 -1.901973 -0.11 0.01 -0.07
H -2.047425 -4.547529 1.293135 0.01 0.01 -0.02
H -3.330410 -6.617926 0.697783 0.01 0.05 0.04
H -5.926770 -6.366143 -3.189667 0.04 0.06 0.11
H -4.487595 -7.206462 -3.842187 0.10 0.04 0.07
H -2.824749 -2.897630 -2.608311 -0.06 -0.01 -0.03
```
Forces are in eV/Å.

- 2S+1 = 8
- calculated total energy (hartree) = -3062.78903
- energy relative to the best compared isomer or geometry (same formula, charge and spin) (kJ/mol) = 81.52
- HOMO-LUMO gap (alpha / beta) (Ha) = 0.2242 / 0.2998
- E_LUMO (alpha / beta) (eV) = -6.82 / -4.77
- net charge = +2
- HOMO level (alpha / beta) (eV) = -12.92 / -12.93
- <S²> = 15.88

These are the Löwdin partial charges, in e, on atoms 1 to 4: number 1, Gd, carries 1.49; number 2, C, carries -0.14; number 3, C, carries -0.12; number 4, O, carries -0.24


> calculated total energy of number 2 (C26H37CrN2O4P2)?

-3150.33341 hartree


> Which of these has the highest 2S+1?

C26H37GdO8P2